No. 1
C24H28N4O4PPtS | ωB97M-V/def2-TZVPD

Last column: Mulliken charge in e.
Geometry (Å):
Pt 0.128 0.443 0.075  1.47
O 2.561 -0.189 -2.797  -0.53
S 2.270 0.298 -1.518  1.26
O 1.695 -0.730 -0.495  -0.63
O 1.160 1.357 -1.376  -0.70
C 3.601 0.988 -0.640  0.46
C 4.748 1.378 -1.295  -0.49
C 5.775 1.955 -0.544  -0.71
C 5.630 2.120 0.821  -0.84
C 4.460 1.726 1.474  -0.24
C 3.422 1.158 0.742  0.00
P 2.020 0.552 1.689  0.79
C 1.370 1.763 2.780  1.10
C 0.391 1.356 3.710  -0.67
C -0.134 2.283 4.587  -0.85
C 0.292 3.612 4.532  -0.56
C 1.235 4.025 3.594  -0.75
C 1.763 3.111 2.701  -0.89
C 2.198 -1.011 2.477  1.19
C 2.580 -0.890 3.835  -0.57
C 2.880 -2.025 4.563  -0.90
C 2.761 -3.278 3.975  -0.52
C 2.343 -3.402 2.652  -0.93
C 2.070 -2.283 1.894  -0.27
H 4.852 1.228 -2.362  0.56
H 6.689 2.259 -1.035  0.47
H 6.434 2.553 1.401  0.47
H 4.390 1.847 2.548  0.57
H 0.069 0.322 3.753  0.53
H -0.863 1.978 5.325  0.50
H -0.121 4.333 5.226  0.48
H 1.561 5.056 3.570  0.51
H 2.495 3.434 1.972  0.53
H 2.684 0.077 4.308  0.43
H 3.199 -1.930 5.592  0.47
H 2.998 -4.165 4.548  0.46
H 2.234 -4.382 2.208  0.48
H 1.765 -2.410 0.870  0.54
C -1.167 3.180 0.922  -0.50
O -1.184 2.051 -0.032  -0.58
H -1.373 2.752 1.898  0.21
H -1.958 3.861 0.618  0.39
H -0.193 3.659 0.889  0.33
H -1.025 2.421 -0.919  0.40
C -4.829 0.115 3.620  -1.45
C -5.364 -1.192 3.041  0.62
C -5.124 -2.386 3.962  -1.27
C -4.850 -1.418 1.615  -0.87
N -3.387 -1.194 1.483  0.47
C -2.752 -0.278 0.773  0.10
N -1.454 -0.468 0.989  -0.14
N -1.328 -1.505 1.843  0.00
N -2.484 -1.937 2.143  -0.51
H -5.352 0.354 4.544  0.45
H -4.974 0.958 2.937  0.35
H -3.765 0.035 3.867  0.27
H -6.442 -1.082 2.900  0.35
H -4.097 -2.749 3.911  0.27
H -5.789 -3.213 3.713  0.39
H -5.323 -2.104 4.996  0.38
H -5.300 -0.706 0.923  0.30
H -5.039 -2.427 1.251  0.36
H -3.220 0.450 0.135  0.45

Output
LUMO (eV): -11.89
2S+1: 1
Energy relative to the best compared isomer or geometry (same formula, charge and spin) (kJ/mol): 91.8
Kohn-Sham gap (eV): 6.20
Total charge: +3
HOMO level (eV): -18.1
F_max (Eh/bohr): 0.039

=====

No. 2
C24H28N4OS | ωB97M-V/def2-TZVPD

Last column: Mulliken charge in e.
Geometry (Å):
C 2.685 7.144 5.613  -1.21
C 1.791 6.567 4.566  0.82
N 1.654 5.249 4.550  -0.51
C 0.860 4.737 3.622  0.07
N 0.186 5.410 2.701  -0.17
C 0.315 6.732 2.706  0.81
C 1.124 7.368 3.641  -0.75
H 1.231 8.441 3.649  0.41
C -0.446 7.489 1.667  -1.28
H -1.008 6.798 1.047  0.32
H 0.240 8.060 1.043  0.31
H -1.131 8.189 2.142  0.31
S 0.708 3.000 3.641  -0.12
C -0.458 2.784 2.227  -0.86
C -0.727 1.333 2.014  0.61
C 0.158 0.555 1.275  -0.51
C -0.081 -0.790 1.069  -0.47
C -1.218 -1.384 1.606  0.48
C -2.089 -0.615 2.375  -0.76
C -1.849 0.730 2.572  -0.56
H -2.533 1.318 3.165  0.40
H -2.953 -1.092 2.812  0.44
C -1.536 -2.826 1.458  0.05
O -2.101 -3.473 2.321  -0.65
N -1.185 -3.449 0.293  -0.01
N -0.679 -2.820 -0.786  -0.40
C -0.414 -3.413 -1.874  -0.75
C 0.151 -2.588 -2.992  0.65
C 1.528 -3.148 -3.365  -1.41
C 1.383 -4.611 -3.779  0.41
C 0.809 -5.417 -2.615  -1.58
H 1.477 -5.358 -1.753  0.47
H 0.716 -6.469 -2.897  0.48
C -0.572 -4.864 -2.241  0.62
C -1.509 -4.956 -3.451  -1.55
C -0.925 -4.152 -4.611  0.42
C -0.786 -2.688 -4.199  -1.39
H -0.381 -2.101 -5.026  0.49
H -1.764 -2.276 -3.939  0.42
C 0.448 -4.713 -4.983  -1.40
H 0.862 -4.151 -5.824  0.46
H 0.352 -5.756 -5.293  0.46
H -1.596 -4.226 -5.475  0.22
H -1.627 -6.003 -3.741  0.48
H -2.495 -4.567 -3.185  0.45
H -0.986 -5.453 -1.415  0.87
H 2.367 -5.014 -4.046  0.23
H 2.203 -3.064 -2.510  0.43
H 1.950 -2.565 -4.186  0.48
H 0.237 -1.550 -2.662  0.33
H -1.430 -4.440 0.256  0.26
H 0.618 -1.378 0.498  0.47
H 1.045 1.012 0.862  0.42
H -1.360 3.336 2.483  0.42
H 0.022 3.244 1.365  0.43
H 3.097 6.343 6.219  0.34
H 3.496 7.702 5.147  0.31
H 2.125 7.829 6.247  0.31

Output
LUMO (eV): 0.67
2S+1: 1
Energy relative to the best compared isomer or geometry (same formula, charge and spin) (kJ/mol): 0.0
Kohn-Sham gap (eV): 9.12
HOMO level (eV): -8.5
F_max (Eh/bohr): 0.025

=====

No. 3
C24H29AlCl57F7N3 | ωB97M-V/def2-TZVPD

Last column: Mulliken charge in e.
Geometry (Å):
N 5.799 0.222 4.538  -0.19
C 6.244 0.844 3.283  0.66
N 6.762 2.185 3.608  -0.85
N 7.373 0.128 2.648  -0.58
C 5.035 1.040 2.311  -0.70
Al 3.654 2.202 3.265  -0.45
C 1.656 1.772 2.859  0.35
F 1.355 1.647 1.523  -0.26
F 0.948 2.896 3.270  -0.28
C 1.003 0.625 3.623  0.53
F -0.363 0.717 3.502  -0.22
F 1.236 0.708 4.949  -0.21
C 1.408 -0.802 3.112  0.79
F 2.006 -1.497 4.101  -0.27
F 0.294 -1.515 2.789  -0.32
F 2.177 -0.776 2.020  -0.19
H 5.965 -0.774 4.501  0.20
H 6.265 0.597 5.361  -0.01
H 6.262 2.545 4.412  0.25
H 6.567 2.812 2.839  0.30
H 8.204 0.567 3.034  0.27
H 7.401 -0.844 2.931  0.30
H 4.722 0.029 2.043  -0.13
H 5.435 1.609 1.470  0.43
H 3.956 2.226 4.808  -0.08
H 3.865 3.703 2.701  -0.24
C 0.681 -2.205 -2.196  0.21
Cl 0.495 -3.952 -2.033  -0.01
Cl 1.857 -1.817 -3.456  -0.15
Cl -0.865 -1.436 -2.546  0.04
H 1.047 -1.815 -1.257  -0.08
C -0.943 -1.038 7.419  0.55
Cl -2.456 -0.762 6.551  -0.06
Cl -0.767 0.082 8.771  -0.12
Cl -0.858 -2.709 7.998  -0.16
H -0.122 -0.876 6.731  -0.21
C -4.923 -1.935 -2.984  -0.21
Cl -6.666 -1.771 -3.238  -0.08
Cl -4.302 -3.365 -3.811  -0.14
Cl -4.079 -0.504 -3.562  0.05
H -4.742 -2.050 -1.922  0.38
C -0.650 -7.566 -0.692  0.25
Cl -0.859 -9.304 -0.487  -0.11
Cl 0.532 -7.223 -1.956  -0.15
Cl -2.192 -6.784 -1.051  -0.11
H -0.274 -7.160 0.237  0.09
C -5.444 -2.922 -7.362  0.48
Cl -7.168 -2.731 -7.692  -0.14
Cl -4.779 -4.278 -8.280  -0.16
Cl -4.572 -1.429 -7.714  -0.01
H -5.312 -3.122 -6.310  -0.25
C -4.580 1.575 3.769  0.00
Cl -2.841 1.754 3.624  0.03
Cl -5.390 1.733 2.203  -0.15
Cl -4.980 0.020 4.512  -0.15
H -4.958 2.362 4.407  0.29
C -2.371 3.177 -1.846  -0.14
Cl -1.751 1.581 -2.252  0.06
Cl -2.944 3.243 -0.176  -0.04
Cl -1.148 4.414 -2.138  -0.14
H -3.217 3.381 -2.489  0.27
C 3.033 1.459 8.630  -0.17
Cl 2.869 -0.301 8.703  -0.13
Cl 4.349 1.912 7.558  -0.01
Cl 1.538 2.210 8.059  -0.11
H 3.243 1.819 9.628  0.43
C 1.732 -9.530 2.551  0.01
Cl 0.375 -8.399 2.509  -0.11
Cl 1.213 -11.099 3.170  -0.12
Cl 2.468 -9.696 0.957  -0.10
H 2.478 -9.130 3.224  0.34
C 5.217 -3.207 0.887  0.16
Cl 6.017 -4.785 0.754  -0.16
Cl 4.482 -3.028 2.482  -0.11
Cl 6.348 -1.899 0.571  -0.08
H 4.432 -3.170 0.145  0.14
C -10.122 -2.995 -2.213  0.28
Cl -9.290 -3.859 -0.922  -0.12
Cl -10.399 -4.051 -3.600  -0.13
Cl -11.644 -2.313 -1.634  -0.13
H -9.489 -2.179 -2.533  0.08
C -1.811 0.482 -6.526  1.11
Cl -2.574 1.690 -5.484  -0.13
Cl -0.778 1.258 -7.731  -0.13
Cl -0.894 -0.667 -5.559  0.03
H -2.592 -0.054 -7.047  -0.77
C -1.495 -3.051 -10.407  0.44
Cl -1.054 -1.608 -9.493  -0.04
Cl -2.022 -2.625 -12.039  -0.13
Cl -0.145 -4.185 -10.464  -0.14
H -2.321 -3.532 -9.900  -0.13
C 3.341 6.782 4.004  -0.05
Cl 4.890 7.298 3.325  -0.14
Cl 2.162 6.493 2.722  -0.11
Cl 3.541 5.355 5.011  -0.06
H 2.968 7.586 4.625  0.27
C -3.741 6.870 0.757  0.65
Cl -3.901 7.805 -0.733  -0.14
Cl -2.504 7.562 1.803  -0.11
Cl -5.291 6.766 1.599  -0.14
H -3.437 5.868 0.492  -0.25
C -7.403 -1.763 -11.858  0.05
Cl -8.068 -3.392 -11.731  -0.12
Cl -5.656 -1.780 -11.624  -0.02
Cl -7.819 -1.039 -13.415  -0.14
H -7.841 -1.157 -11.076  0.23
C 7.896 -1.288 7.740  -0.09
Cl 6.520 -0.221 7.470  0.01
Cl 7.365 -2.839 8.402  -0.14
Cl 8.810 -1.528 6.247  -0.12
H 8.551 -0.821 8.463  0.32
C 5.421 11.257 3.889  0.06
Cl 5.389 12.306 2.467  -0.13
Cl 3.829 10.553 4.167  -0.10
Cl 6.682 10.030 3.725  -0.12
H 5.664 11.868 4.747  0.28
C -4.821 1.857 -9.916  -0.11
Cl -6.286 1.447 -9.017  -0.12
Cl -4.205 3.430 -9.413  -0.12
Cl -3.587 0.611 -9.719  0.03
H -5.077 1.911 -10.965  0.32

Output
LUMO (eV): 1.17
2S+1: 1
Kohn-Sham gap (eV): 6.62
Total charge: -1
HOMO level (eV): -5.5
F_max (Eh/bohr): 0.029

=====

Which formula does entry 2 have?
C24H28N4OS

=====

Which of these has the highest LUMO?
C24H29AlCl57F7N3

=====

The lowest HOMO level belongs to which entry?
C24H28N4O4PPtS

=====

Which value of Kohn-Sham gap does entry 3 give?
6.62 eV